23
Properties=species:S:1:pos:R:3:mulliken_charge:R:1 method="wB97M-V/def2-TZVPD" total_charge=+1 de_lowest_kj_mol=200.8 lumo_energy_ev=-3.100 total_energy_ha=-515.55221 gap_ev=11.4 fmax_ha_per_bohr=0.040
N 0.04881 -1.11186 0.16184 -0.41
H 0.86052 -1.71342 0.36650 0.39
H -0.80827 -1.64728 0.01460 0.39
H -0.14323 -0.52851 0.97954 0.22
H 0.20336 -0.60739 -0.70416 0.36
H 1.25798 1.12170 2.53975 0.33
H 0.57432 2.00550 1.69898 0.32
O 0.73325 1.04576 1.72214 -0.67
H -2.96455 0.68646 1.64011 0.31
H -3.03148 1.35930 2.98400 0.31
O -2.50962 0.71620 2.48981 -0.61
H -1.24473 -2.33552 -2.66519 0.32
H 0.10253 -2.49255 -1.93559 0.32
O -0.84528 -2.36997 -1.79351 -0.64
H 1.87258 1.64829 -1.05920 0.31
H 2.02263 2.05024 0.38545 0.30
O 2.50999 1.62040 -0.33479 -0.59
H -2.14311 1.91139 -2.13799 0.30
H -3.41632 1.56876 -1.60917 0.31
O -2.48647 1.43940 -1.36884 -0.61
H 3.49315 -2.10352 -0.72128 0.30
H 3.14809 -0.69192 -0.25125 0.32
O 2.76584 -1.57145 -0.40177 -0.62